Formula: C14H46NO12Sr
Source: the Open Molecules 2025 dataset
Level of theory: ωB97M-V with the def2-TZVPD basis set

Last column: Löwdin charge in e.
Element x y z (Å)
Sr 9.05 -4.99 20.43  1.7871
C 6.99 -8.38 22.37  0.0402
C 7.59 -7.15 21.77  -0.7013
O 8.56 -6.58 22.34  -0.1656
O 7.06 -6.66 20.72  -0.1870
H 5.93 -8.22 22.54  0.0887
H 7.50 -8.62 23.31  0.0730
H 7.16 -9.24 21.72  0.0801
C 6.58 -6.73 25.65  -0.1427
O 5.89 -5.71 24.93  -0.1319
H 5.88 -7.52 25.94  0.0696
H 7.41 -7.14 25.06  0.0554
H 7.07 -6.27 26.50  0.0874
H 5.46 -6.05 24.14  0.0174
C 7.05 -10.72 25.55  -0.1138
O 6.96 -11.67 24.48  -0.1376
H 7.98 -10.16 25.44  0.0683
H 6.24 -10.00 25.47  0.0671
H 6.98 -11.21 26.52  0.0865
H 6.05 -11.95 24.37  0.0896
C 6.20 -7.90 17.57  -0.1568
O 5.76 -8.37 18.84  -0.1327
H 5.41 -7.26 17.16  0.0807
H 7.16 -7.37 17.56  0.0638
H 6.22 -8.75 16.89  0.0805
H 5.98 -7.70 19.51  0.0214
O 8.26 -12.03 21.94  -0.0558
H 7.54 -12.39 21.41  0.0567
H 7.84 -11.72 22.76  0.0104
O 9.29 -9.86 20.26  -0.0545
H 8.46 -9.91 19.77  0.0493
H 9.23 -10.58 20.91  0.0162
O 10.40 -7.08 19.77  -0.1537
H 11.09 -7.47 19.21  0.0813
H 10.09 -7.83 20.33  0.0381
O 5.16 -5.09 22.26  -0.0308
H 5.53 -5.67 21.58  0.0104
H 5.56 -4.23 22.11  0.0448
O 10.41 -8.87 24.65  -0.0473
H 10.62 -9.73 24.26  0.0389
H 10.32 -8.27 23.90  0.0132
O 9.82 -4.78 24.46  -0.0395
H 9.15 -5.25 23.95  -0.0093
H 10.50 -4.51 23.83  0.0180
C -1.30 -6.83 24.13  -0.0231
C -0.02 -6.03 23.86  -0.5346
C 0.52 -5.50 25.19  -0.1387
C 1.19 -6.56 26.05  -0.1726
C 2.19 -7.45 25.29  -0.1232
C 1.75 -7.88 23.89  -0.5261
N 1.08 -6.77 23.24  -0.0874
O 0.84 -7.00 21.86  -0.0204
C 3.04 -8.15 23.09  -0.0365
C 0.96 -9.19 23.95  -0.0229
C -0.32 -4.84 22.98  -0.0407
H -2.14 -6.18 24.37  0.0893
H -1.58 -7.48 23.30  0.0866
H -1.15 -7.48 25.00  0.0645
H 1.21 -4.67 25.06  0.1239
H -0.32 -5.12 25.79  0.1260
H 1.69 -6.14 26.92  0.1135
H 0.46 -7.23 26.52  0.1061
H 2.34 -8.32 25.94  0.1199
H 3.15 -6.92 25.23  0.1041
H 3.59 -8.95 23.58  0.0821
H 3.63 -7.23 23.07  0.0647
H 2.78 -8.37 22.06  0.0829
H 1.50 -10.01 24.41  0.0872
H 0.61 -9.47 22.94  0.0821
H 0.04 -9.07 24.52  0.0704
H -0.73 -5.13 22.02  0.0814
H -1.05 -4.19 23.49  0.0902
H 0.57 -4.24 22.79  0.0892
H 0.35 -7.84 21.78  0.0885

Values from the calculation:
total charge	+1
Kohn-Sham gap	4.7817	eV

=====

Formula: C14H46O9
Source: the Open Molecules 2025 dataset
Level of theory: ωB97M-V with the def2-TZVPD basis set

Last column: Löwdin charge in e.
Element x y z (Å)
C 0.35 3.55 -2.00  -0.0883
C -1.14 3.41 -2.26  -0.3083
O -1.74 4.66 -2.63  -0.0865
H 0.86 2.59 -2.12  0.0522
H 0.59 3.94 -1.01  0.0722
H 0.79 4.21 -2.75  0.0768
H -1.67 3.05 -1.37  0.1035
H -1.26 2.76 -3.12  0.1032
H -1.99 5.11 -1.81  0.0769
C 3.44 -2.09 2.72  -0.0890
C 4.31 -2.29 3.95  -0.3044
O 5.69 -2.46 3.54  -0.0848
H 3.58 -2.96 2.08  0.0836
H 3.76 -1.21 2.17  0.0502
H 2.40 -1.95 2.99  0.0670
H 3.94 -3.15 4.51  0.1114
H 4.31 -1.43 4.62  0.0929
H 6.00 -3.30 3.89  0.0738
C -0.16 -0.24 1.42  -0.0958
C -1.09 0.05 0.25  -0.3183
O -1.64 -1.14 -0.26  -0.1038
H 0.28 0.70 1.74  0.0631
H 0.59 -1.02 1.29  0.0649
H -0.78 -0.53 2.28  0.0795
H -0.48 0.56 -0.52  0.0942
H -1.83 0.79 0.58  0.1147
H -2.21 -0.88 -1.01  0.0337
C 0.99 0.85 4.67  -0.0832
C 2.30 1.09 3.95  -0.3201
O 2.75 2.42 4.23  -0.0756
H 0.62 -0.12 4.33  0.0631
H 0.26 1.66 4.57  0.0794
H 1.18 0.81 5.74  0.0776
H 2.22 0.94 2.87  0.0885
H 3.04 0.36 4.31  0.0892
H 3.39 2.68 3.56  0.0732
C -0.43 -1.78 -3.86  -0.0783
C -1.09 -1.65 -5.22  -0.2802
O -2.14 -0.65 -5.13  -0.1073
H -1.11 -2.22 -3.13  0.0747
H -0.18 -0.78 -3.49  0.0717
H 0.46 -2.39 -3.95  0.0834
H -1.57 -2.59 -5.49  0.1123
H -0.38 -1.35 -6.00  0.1108
H -2.49 -0.53 -6.02  0.0868
C 2.57 0.46 -0.64  -0.0841
C 4.00 0.94 -0.77  -0.2854
O 4.91 0.27 0.13  -0.0938
H 1.94 1.26 -0.24  0.0535
H 2.44 -0.43 -0.03  0.0642
H 2.16 0.18 -1.62  0.0689
H 4.14 2.02 -0.65  0.1084
H 4.43 0.69 -1.74  0.1078
H 4.97 0.73 0.97  0.0686
C -5.47 -1.29 0.15  -0.0888
C -5.92 0.03 -0.39  -0.3262
O -6.88 0.58 0.54  -0.0873
H -6.30 -1.99 0.25  0.0784
H -5.02 -1.19 1.14  0.0815
H -4.67 -1.74 -0.44  0.0672
H -6.35 -0.03 -1.39  0.1087
H -5.09 0.75 -0.44  0.1025
H -7.04 1.49 0.27  0.0752
O -0.54 -3.70 0.02  -0.0753
H -0.82 -2.88 0.46  -0.0014
H -1.37 -4.10 -0.26  0.0267
O -2.84 -0.01 -2.46  -0.0496
H -2.27 0.07 -3.24  0.0212
H -3.66 0.43 -2.70  0.0586

Values from the calculation:
ΔE to the lowest compared entry with this formula, charge and spin	138.5	kJ/mol
Kohn-Sham gap	10.3402	eV
structure (SMILES)	CCO.CCO.CCO.CCO.CCO.CCO.CCO.O.O

=====

Formula: C14H47Cd2N3O10
Source: the Open Molecules 2025 dataset
Level of theory: ωB97M-V with the def2-TZVPD basis set

Last column: Mulliken spin population.
Element x y z (Å)
Cd -2.46 2.16 1.98  0.0864
Cd 0.29 0.07 4.33  1.1525
O -2.00 1.77 -0.01  0.0023
C -1.20 0.56 0.10  0.0122
C -0.23 0.43 1.39  0.0674
O -0.74 0.89 2.68  -0.2085
H -0.68 0.53 -0.86  0.0000
H -1.88 -0.28 0.09  0.0045
H 0.74 0.92 1.29  -0.0025
H 0.08 -0.60 1.53  -0.0090
C 5.33 -0.47 -1.79  0.0002
C 4.45 -1.12 -0.75  -0.0013
C 3.19 -1.72 -1.36  -0.0004
O 2.23 -2.13 -0.40  0.0000
C 0.93 -2.34 -0.97  0.0000
N 5.12 -2.22 -0.13  0.0002
H 4.85 0.36 -2.31  0.0000
H 5.60 -1.26 -2.49  0.0000
H 6.33 -0.24 -1.43  0.0000
H 4.15 -0.26 -0.15  0.0018
H 3.48 -2.50 -2.06  0.0000
H 2.79 -0.85 -1.89  0.0000
H 0.64 -1.46 -1.53  0.0002
H 0.26 -2.33 -0.10  -0.0004
H 0.93 -3.24 -1.59  0.0000
H 4.42 -2.81 0.29  0.0004
H 5.79 -2.01 0.60  -0.0001
C -2.64 -2.16 -2.46  -0.0005
C -3.99 -2.66 -1.78  0.0000
C -4.01 -4.06 -1.08  -0.0002
O -5.40 -4.43 -0.81  0.0000
C -5.58 -5.70 -0.26  0.0000
N -4.44 -1.54 -1.02  -0.0003
H -2.88 -1.31 -3.09  0.0000
H -2.25 -2.98 -3.06  0.0000
H -1.87 -1.91 -1.72  0.0002
H -4.60 -2.71 -2.69  0.0000
H -3.34 -4.16 -0.22  0.0002
H -3.56 -4.77 -1.77  0.0000
H -6.63 -5.96 -0.21  0.0000
H -5.13 -5.66 0.73  0.0000
H -5.12 -6.47 -0.88  0.0000
H -4.07 -1.51 -0.08  -0.0002
H -5.40 -1.75 -0.80  -0.0001
C 1.20 3.55 -0.44  -0.0031
C 1.41 4.75 0.50  0.0081
C 0.55 5.88 -0.02  0.0001
O 0.81 6.31 -1.32  -0.0001
C 2.05 6.90 -1.77  -0.0001
N 1.27 4.30 1.88  -0.0026
H 1.70 2.64 -0.12  -0.0008
H 1.45 3.75 -1.48  -0.0002
H 0.14 3.30 -0.35  -0.0003
H 2.44 5.01 0.26  0.0007
H 0.59 6.75 0.64  0.0000
H -0.44 5.47 0.19  0.0004
H 2.04 7.95 -1.49  0.0000
H 1.87 7.01 -2.84  0.0000
H 2.99 6.42 -1.50  0.0001
H 2.03 3.65 2.00  0.0010
H 1.57 5.16 2.33  0.0016
O -3.68 0.89 -2.14  0.0001
H -3.11 1.22 -1.44  -0.0002
H -4.18 0.18 -1.73  0.0004
O 2.25 0.46 3.70  -0.0610
H 3.02 0.02 3.35  0.0101
H 2.25 1.32 3.27  0.0026
O 2.48 -2.68 2.24  0.0041
H 2.20 -2.33 1.40  0.0035
H 3.35 -2.31 2.37  0.0017
O -3.87 0.66 2.31  -0.0202
H -3.37 -0.15 2.47  0.0022
H -4.73 0.49 2.69  0.0063
O 0.72 -1.86 4.06  -0.0586
H 0.20 -2.61 4.35  -0.0353
H 1.26 -2.22 3.35  0.0348

Values from the calculation:
total charge	+1
2S+1	2
Kohn-Sham gap (spin up / spin down)	4.7899 / 7.1801	eV
⟨S²⟩	0.752

=====

Formula: C14H48N8O10
Source: the Open Molecules 2025 dataset
Level of theory: ωB97M-V with the def2-TZVPD basis set

Last column: Löwdin charge in e.
Element x y z (Å)
N -4.13 0.34 -0.61  0.1528
C -2.88 0.20 -0.62  -0.7139
N -2.17 0.95 0.16  0.2168
O -2.34 -0.77 -1.37  -0.0619
H -4.72 -0.21 -1.28  0.1807
H -4.54 1.10 -0.10  0.1310
H -1.18 0.73 0.06  0.0702
H -2.49 1.59 0.86  0.1271
N 2.20 4.98 -2.44  0.1727
C 2.45 3.72 -2.23  -0.4524
N 3.40 3.11 -2.95  0.1743
O 1.78 3.02 -1.14  -0.1527
H 1.35 5.37 -2.08  0.1210
H 2.72 5.59 -3.11  0.1463
H 3.56 2.10 -2.87  0.0689
H 4.18 3.74 -3.13  0.1153
N -2.08 -4.75 -0.54  0.1349
C -1.40 -4.50 0.56  -0.6022
N -2.12 -3.78 1.43  0.1847
O -0.21 -5.11 0.89  -0.1316
H -1.50 -5.25 -1.26  0.1351
H -2.95 -5.20 -0.37  0.1089
H -1.63 -3.65 2.27  0.0787
H -3.03 -3.39 1.30  0.0667
N 4.85 0.76 -2.18  0.1070
C 3.73 0.29 -1.72  -0.6760
N 3.15 -0.40 -2.69  0.1705
O 3.28 0.47 -0.51  -0.0100
H 5.20 0.60 -3.18  0.1635
H 5.50 1.11 -1.45  0.1482
H 3.81 -1.07 -3.11  0.1286
H 2.26 -0.87 -2.46  0.0651
C 2.20 2.88 1.99  -0.0716
C 0.90 3.55 1.63  -0.3852
O 1.19 4.63 0.88  -0.0878
H 2.31 2.12 2.84  0.0856
H 2.95 3.62 2.21  0.0671
H 2.55 2.38 1.04  0.0578
H 0.41 3.93 2.46  0.0847
H 0.20 2.97 1.07  0.0930
H 1.46 4.26 0.02  0.0147
C -0.23 -0.84 1.64  -0.1125
C 1.00 -0.24 1.13  -0.3122
O 0.64 0.64 0.08  -0.1283
H -0.95 -0.16 2.15  0.0565
H -0.18 -1.60 2.40  0.0810
H -0.80 -1.33 0.86  0.0645
H 1.60 -1.12 0.86  0.1270
H 1.42 0.20 1.98  0.0708
H 1.42 1.22 -0.21  0.0647
C 1.34 -3.78 -2.52  -0.0845
C 0.40 -2.88 -1.75  -0.3459
O 0.72 -1.54 -1.84  -0.1236
H 1.27 -4.87 -2.24  0.0834
H 2.42 -3.45 -2.25  0.0917
H 1.23 -3.66 -3.66  0.0907
H 0.51 -3.10 -0.66  0.1128
H -0.59 -3.06 -2.19  0.1139
H 0.16 -1.07 -1.20  0.0621
C -3.90 -2.02 3.49  -0.0656
C -3.99 -1.08 2.32  -0.3871
O -4.04 -1.82 1.19  -0.0924
H -4.81 -2.66 3.53  0.0960
H -3.71 -1.32 4.30  0.0766
H -3.11 -2.73 3.58  0.0508
H -3.14 -0.36 2.43  0.0985
H -4.72 -0.35 2.33  0.0880
H -3.98 -1.16 0.43  0.0697
C -0.52 1.28 4.55  -0.1528
O -1.40 2.15 3.87  -0.1398
H -0.03 1.91 5.25  0.0648
H 0.27 0.89 3.93  0.0644
H -0.97 0.52 5.13  0.0664
H -2.26 2.40 4.30  0.1072
C 0.00 0.93 -3.52  -0.1876
O 0.62 -0.01 -4.32  -0.1245
H -0.96 0.57 -3.14  0.0797
H -0.27 1.80 -4.04  0.0604
H 0.58 1.31 -2.75  0.0307
H 0.76 -0.79 -3.71  0.0581

Values from the calculation:
ΔE to the lowest compared entry with this formula, charge and spin	516.9	kJ/mol
Kohn-Sham gap	9.1319	eV
structure (SMILES)	NC(N)=O.NC(N)=O.NC(N)=O.NC(N)=O.CCO.CCO.CCO.CCO.CO.CO

=====

Formula: C14H48O10
Source: the Open Molecules 2025 dataset
Level of theory: ωB97M-V with the def2-TZVPD basis set

Last column: Löwdin charge in e.
Element x y z (Å)
C 1.16 2.01 -3.55  -0.0699
C 2.02 2.79 -4.54  -0.2525
O 3.01 3.53 -3.81  -0.0643
H 0.83 2.62 -2.73  0.0458
H 1.73 1.27 -3.09  0.0442
H 0.25 1.57 -3.97  0.0838
H 1.38 3.42 -5.15  0.1147
H 2.48 2.14 -5.24  0.0963
H 3.05 4.36 -4.25  0.0799
C -1.81 0.56 3.81  -0.0630
C -1.60 1.17 2.42  -0.3051
O -2.81 1.51 1.69  -0.0938
H -2.18 -0.46 3.76  0.0523
H -2.50 1.19 4.38  0.0774
H -0.87 0.51 4.36  0.0702
H -0.91 0.63 1.78  0.0800
H -1.07 2.13 2.57  0.1071
H -2.62 1.60 0.74  0.0360
C 1.02 -1.75 0.03  -0.0775
C 0.45 -1.04 -1.14  -0.3150
O -0.03 0.19 -0.64  -0.0873
H 1.10 -2.85 -0.10  0.0888
H 0.59 -1.54 1.05  0.0859
H 2.03 -1.29 0.06  0.0650
H -0.40 -1.58 -1.48  0.0782
H 1.10 -0.86 -1.99  0.1066
H -0.91 0.29 -0.99  0.0215
C 3.51 -0.99 2.34  -0.0909
C 2.65 0.16 2.87  -0.2821
O 1.94 -0.46 3.93  -0.0696
H 4.11 -0.64 1.45  0.0830
H 3.01 -1.88 1.97  0.0376
H 4.24 -1.27 3.06  0.0586
H 1.97 0.57 2.19  0.0764
H 3.31 1.00 3.15  0.1192
H 1.41 -1.15 3.58  0.0078
C -2.36 -2.18 1.25  -0.1648
O -3.68 -2.33 1.71  -0.1011
H -1.84 -3.09 1.37  0.0523
H -1.89 -1.46 1.96  0.0589
H -2.33 -1.77 0.22  0.0764
H -4.06 -3.02 1.15  0.0735
C 3.11 1.92 -0.54  -0.0875
O 2.56 3.12 -1.20  -0.1216
H 3.31 2.10 0.48  0.0611
H 4.03 1.59 -0.91  0.0632
H 2.45 1.11 -0.58  0.0367
H 2.87 3.09 -2.08  -0.0135
C 0.61 -3.64 2.91  -0.1793
O -0.07 -2.56 3.44  -0.1486
H 1.69 -3.45 2.66  0.0895
H 0.11 -4.07 2.07  0.0611
H 0.72 -4.31 3.76  0.0862
H -0.99 -2.88 3.64  0.1208
C -2.66 0.44 -2.55  -0.1199
O -2.78 0.83 -1.19  -0.1297
H -2.40 -0.56 -2.69  0.0426
H -1.82 0.98 -2.90  0.0642
H -3.51 0.63 -3.17  0.0875
H -3.48 0.28 -0.74  0.1282
C -2.46 -3.64 -2.48  -0.1616
O -3.49 -2.97 -1.81  -0.1245
H -2.79 -4.42 -3.14  0.0674
H -1.70 -4.10 -1.88  0.0708
H -1.98 -2.87 -3.13  0.0778
H -4.09 -2.50 -2.41  0.0892
C -0.29 3.40 -0.09  -0.1404
O -0.69 4.70 -0.54  -0.1043
H 0.48 3.50 0.65  0.0712
H 0.03 2.68 -0.92  0.0702
H -1.10 2.87 0.37  0.0390
H -0.18 5.09 -1.24  0.0635

Values from the calculation:
ΔE to the lowest compared entry with this formula, charge and spin	502.8	kJ/mol
Kohn-Sham gap	9.5967	eV
structure (SMILES)	CCO.CCO.CCO.CCO.CO.CO.CO.CO.CO.CO

=====

Formula: C14H49FeO11
Source: the Open Molecules 2025 dataset
Level of theory: ωB97M-V with the def2-TZVPD basis set

Last column: Mulliken spin population.
Element x y z (Å)
Fe 3.39 -1.15 -2.02  3.7713
C 0.44 -0.92 0.98  0.0145
C 0.62 -0.54 -0.48  0.0235
O 1.57 -1.35 -1.16  0.1790
H 1.38 -0.78 1.52  -0.0028
H 0.08 -1.95 1.05  -0.0006
H -0.30 -0.26 1.43  -0.0011
H 0.90 0.51 -0.60  -0.0255
H -0.36 -0.63 -0.95  0.0085
C -0.71 -0.63 4.21  0.0000
C -0.87 0.88 4.15  0.0000
O -0.15 1.55 5.19  0.0000
H -1.18 -1.11 5.07  0.0000
H 0.33 -0.97 4.21  0.0000
H -1.24 -1.07 3.36  0.0000
H -1.91 1.17 4.35  0.0000
H -0.50 1.20 3.18  0.0001
H -0.35 1.10 6.01  0.0000
C -0.37 3.00 -3.08  -0.0003
C -0.32 1.58 -3.55  -0.0030
O 0.94 1.34 -4.22  0.0000
H 0.42 3.34 -2.42  0.0000
H -1.31 3.29 -2.59  0.0000
H -0.30 3.62 -3.98  0.0000
H -1.13 1.40 -4.26  -0.0002
H -0.36 0.84 -2.75  0.0004
H 0.77 0.80 -4.99  -0.0001
C -2.57 -4.55 0.16  0.0000
C -2.39 -3.64 -1.04  -0.0002
O -3.54 -3.64 -1.90  0.0000
H -2.59 -5.60 -0.14  0.0000
H -3.50 -4.35 0.69  0.0000
H -1.74 -4.35 0.84  0.0000
H -1.54 -3.89 -1.68  -0.0003
H -2.27 -2.58 -0.76  0.0000
H -4.27 -3.37 -1.33  0.0000
C 0.91 3.33 0.77  -0.0008
C 0.25 4.71 0.78  0.0001
O -1.07 4.54 0.27  0.0000
H 0.87 2.84 -0.20  0.0019
H 0.45 2.67 1.52  -0.0004
H 1.97 3.37 1.02  0.0002
H 0.82 5.40 0.16  0.0000
H 0.22 5.13 1.79  0.0000
H -1.35 5.35 -0.16  0.0000
C 3.00 0.53 4.14  0.0002
C 3.96 0.29 3.00  0.0009
O 3.71 1.16 1.88  0.0016
H 3.14 -0.15 4.98  0.0000
H 1.99 0.32 3.79  -0.0002
H 3.00 1.57 4.49  -0.0001
H 3.81 -0.73 2.65  0.0002
H 4.99 0.46 3.32  0.0003
H 3.70 2.09 2.10  -0.0002
C -3.92 0.08 -1.14  -0.0013
C -4.21 0.75 -2.49  0.0000
O -4.48 -0.24 -3.48  0.0000
H -2.90 -0.28 -1.18  -0.0008
H -4.64 -0.67 -0.84  0.0000
H -3.97 0.93 -0.45  0.0000
H -3.30 1.30 -2.77  0.0000
H -5.05 1.44 -2.40  0.0000
H -5.15 0.13 -4.06  0.0000
O 4.17 -0.56 -0.22  0.0246
H 3.55 -0.17 0.43  -0.0044
H 5.03 -0.54 0.22  0.0015
O 2.81 -1.84 -3.89  0.0252
H 3.14 -2.13 -4.75  0.0020
H 1.88 -2.17 -3.83  -0.0020
O 2.49 -3.59 0.83  -0.0016
H 2.02 -2.84 0.43  -0.0049
H 3.14 -3.85 0.17  -0.0006
O 0.20 -2.54 -3.35  -0.0001
H -0.66 -2.16 -3.56  -0.0001
H 0.44 -2.16 -2.48  -0.0040

Values from the calculation:
ΔE to the lowest compared entry with this formula, charge and spin	0.0	kJ/mol
total charge	+1
2S+1	5
Kohn-Sham gap (spin up / spin down)	7.8602 / 7.2058	eV
⟨S²⟩	6.014